Below is a structure of composition C15H42InN2O4 in a non-equilibrium geometry, with properties calculated with wB97M-V/def2-TZVPD.

XYZ file:
```
64
Properties=species:S:1:pos:R:3:forces:R:3:lowdin_charge:R:1
C -6.94927 -1.36850 -2.78716 0.03 -0.80 -0.55 -0.17
C -5.52546 -1.14262 -3.59055 -0.25 0.94 0.01 -0.26
C -4.50093 -0.11083 -2.77206 0.14 -1.05 -0.30 -0.36
N -3.34862 -0.90955 -2.13009 -1.28 0.26 -1.35 -0.25
In -4.00072 -1.80252 -0.29813 -0.38 0.13 0.62 0.55
N -4.75696 -3.80818 -0.61883 0.75 -0.52 -0.08 -0.25
C -2.48287 -1.74689 1.38511 -0.57 -0.20 1.49 -0.34
O -1.10209 -2.07299 0.99557 0.02 1.98 -0.11 -0.34
C -0.46715 -0.99593 0.22048 0.70 -0.85 -1.05 -0.25
C -0.02802 -1.68180 -1.23502 0.19 0.21 -0.32 -0.11
H -7.19900 -0.50196 -2.02983 0.57 -1.74 -1.64 0.07
H -7.80637 -1.46428 -3.60953 1.63 0.21 1.91 0.06
H -6.89385 -2.39433 -2.19077 -0.19 2.29 -1.11 0.07
H -5.00309 -2.17531 -3.77047 -0.92 1.97 0.42 0.09
H -5.73806 -0.67438 -4.64740 0.24 -0.89 1.90 0.08
H -4.04128 0.70080 -3.51679 -1.15 -1.56 1.44 0.09
H -5.15833 0.41156 -1.93530 1.58 -0.90 -1.72 0.07
H -3.08517 -1.67120 -2.81681 -0.42 1.25 0.91 0.00
H -5.41838 -0.79570 0.27610 0.30 -0.14 -0.16 -0.09
H -4.60616 -4.11422 -1.61259 0.10 0.06 1.50 -0.08
H -4.26943 -4.46050 0.05464 -0.60 0.70 -1.44 -0.07
H -2.82605 -2.57924 2.16927 0.95 1.65 -1.50 0.05
H -2.54113 -0.72216 1.97310 0.32 -1.80 -0.97 0.05
H -1.17466 -0.06536 0.08401 1.34 -1.93 0.19 0.12
H 0.54866 -0.65785 0.73139 -2.19 -0.62 -0.73 0.10
H -0.01279 -2.86887 -1.16095 0.02 2.65 0.08 0.09
H -0.74835 -1.40344 -2.11449 1.17 -0.45 1.86 0.05
H 1.04897 -1.29925 -1.55389 -2.09 -0.82 0.69 0.06
C 2.33020 0.57306 3.20637 -0.11 -0.39 -0.03 -0.06
C 3.01097 1.33486 2.08039 -0.31 0.37 0.52 -0.50
C 4.04648 2.30978 2.61774 0.36 0.10 -0.16 -0.07
O 2.03033 2.05116 1.33442 0.00 0.11 -0.13 -0.06
H 1.80320 1.25786 3.88020 0.15 0.05 -0.02 0.08
H 1.57890 -0.11590 2.80552 0.16 0.08 0.03 0.07
H 3.05641 -0.00128 3.78979 -0.08 0.05 0.00 0.08
H 3.49165 0.62777 1.39555 -0.21 0.17 -0.07 0.14
H 3.58034 3.05616 3.27069 -0.05 -0.14 0.03 0.06
H 4.51945 2.85981 1.79714 -0.04 -0.13 0.08 0.08
H 4.82412 1.78755 3.18359 -0.05 0.07 -0.01 0.08
H 1.59826 2.68140 1.93443 0.17 -0.32 -0.24 0.09
C 3.08605 4.82066 5.88875 -0.09 -0.34 -0.07 -0.07
C 4.06375 5.64741 5.06886 -0.34 0.32 0.50 -0.51
C 4.93727 6.51664 5.95931 0.37 0.08 -0.04 -0.07
O 3.33860 6.47658 4.16450 -0.07 0.12 -0.18 -0.06
H 2.41223 5.46634 6.46302 0.16 0.02 0.02 0.08
H 2.45568 4.20929 5.23404 0.15 0.05 0.08 0.07
H 3.61365 4.16014 6.58373 -0.09 0.05 -0.04 0.08
H 4.69546 4.98286 4.46941 -0.17 0.19 -0.10 0.13
H 4.32909 7.22246 6.53607 -0.04 -0.16 0.02 0.08
H 5.62739 7.11518 5.35506 -0.07 -0.15 0.05 0.08
H 5.52031 5.90700 6.65647 -0.05 0.09 -0.03 0.08
H 2.77487 7.07004 4.68787 0.25 -0.30 -0.20 0.09
C 1.36382 -2.62128 -5.71510 0.12 0.38 0.02 -0.07
C 1.35416 -3.66756 -4.61200 -0.48 -0.15 -0.48 -0.50
C 1.69485 -5.04682 -5.15338 0.22 -0.28 0.16 -0.07
O 0.06457 -3.70330 -4.00628 -0.01 -0.06 0.04 -0.06
H 0.61813 -2.85486 -6.48330 0.10 -0.12 0.03 0.08
H 1.10487 -1.63586 -5.31300 0.09 -0.17 0.00 0.08
H 2.34744 -2.55821 -6.19064 -0.09 0.01 -0.01 0.08
H 2.07382 -3.38929 -3.83439 -0.28 -0.02 0.05 0.14
H 0.96090 -5.36640 -5.90165 0.07 0.15 -0.03 0.08
H 1.67197 -5.79170 -4.35073 0.05 0.15 -0.07 0.08
H 2.68836 -5.05647 -5.61217 -0.08 -0.04 0.00 0.08
H -0.58098 -3.94952 -4.68932 0.28 0.13 0.30 0.09
```
Positions in Å, forces in eV/Å.

LUMO energy ... 2.10 eV
Charge ... -1
Gap between HOMO and LUMO ... 5.8 eV